1.
{"formula": "C4H14NO2S", "method": "wB97M-V/def2-TZVPD", "symbols": ["C", "N", "C", "C", "S", "C", "H", "H", "H", "H", "H", "H", "H", "H", "H", "H", "H", "H", "O", "H", "H", "O"], "xyz": [[-1.49745, 2.44113, -0.98904], [-1.40896, 1.30086, -0.10350], [-0.80364, 0.11176, -0.70626], [0.70344, 0.16838, -0.87190], [1.54529, -1.44446, -0.58207], [-1.46241, -0.38700, -1.98825], [-1.71972, 3.32951, -0.40983], [-0.56925, 2.67483, -1.52356], [-2.27834, 2.26901, -1.73468], [-0.90770, 1.52477, 0.74352], [-0.94321, -0.66687, 0.02755], [0.98867, 0.48583, -1.88695], [1.21351, 0.89240, -0.22209], [-2.52351, -0.23815, -2.20690], [-1.24123, -1.45735, -2.00470], [-0.93143, 0.00339, -2.84385], [1.48010, 1.11098, 1.74941], [0.97934, 0.12552, 2.76846], [0.97977, 1.07599, 2.57803], [-0.51642, -1.88179, 2.01253], [0.94318, -2.09187, 1.78460], [0.31388, -1.92443, 2.51750]], "forces_ev_per_angstrom": [[0.32, -0.02, 0.02], [-0.47, 0.02, -0.48], [-0.42, 0.09, 0.74], [1.40, -0.19, -0.59], [-0.12, -0.10, 0.04], [0.41, -0.49, -0.38], [-0.35, 0.20, 0.09], [0.17, -0.10, -0.17], [-0.01, 0.14, 0.05], [0.15, 0.05, 0.07], [-0.22, -0.32, 0.40], [-0.21, 0.02, 0.10], [-0.60, 0.12, 0.10], [-0.02, 0.14, 0.74], [-0.18, 0.00, -0.15], [0.19, 0.33, -0.42], [-0.14, -0.03, 0.18], [-0.29, -0.16, -0.05], [0.29, 0.04, -0.20], [0.36, 0.09, 0.29], [0.02, 0.30, -0.16], [-0.27, -0.15, -0.22]], "homo_energy_ev": -3.1, "gap_ev": 6.784, "total_charge": -1, "lumo_ev": 3.724, "energy_ha": -764.2614, "spin_multiplicity": 1, "de_lowest_kcal_mol": 7.44}



2.
{"formula": "C34H58N13O2Re", "method": "wB97M-V/def2-TZVPD", "symbols": ["Re", "C", "N", "C", "C", "N", "C", "C", "N", "C", "C", "N", "C", "N", "C", "C", "N", "C", "C", "C", "C", "N", "C", "N", "C", "C", "N", "C", "C", "N", "C", "C", "H", "H", "H", "H", "H", "H", "H", "H", "H", "H", "H", "H", "H", "H", "H", "H", "H", "H", "H", "H", "H", "H", "H", "H", "H", "H", "H", "H", "H", "H", "H", "H", "H", "H", "H", "H", "H", "H", "H", "H", "H", "H", "H", "H", "H", "H", "H", "H", "O", "C", "C", "C", "C", "C", "C", "C", "O", "N", "N", "C", "C", "C", "C", "C", "C", "N", "H", "H", "H", "H", "H", "H", "H", "H", "H", "H"], "xyz": [[-0.70920, 0.14738, 0.02831], [2.74332, -0.61925, -2.81915], [2.32255, -0.62294, -1.41931], [2.20022, -1.94045, -0.79576], [2.20459, 0.50134, -0.70755], [1.23582, 0.52717, 0.27577], [1.54743, 1.21812, 1.54515], [0.26797, 1.72981, 2.19687], [-0.80364, 0.68478, 2.17677], [-0.63643, -0.26009, 3.34643], [0.71731, -0.86597, 3.66636], [1.26218, -1.72841, 2.63388], [2.29888, -2.43801, 3.01001], [2.67030, -3.54180, 2.29323], [1.69976, -4.39147, 1.64317], [4.03762, -4.03700, 2.26532], [3.07577, -2.16881, 4.11108], [3.59977, -0.85017, 4.41007], [3.51442, -3.22963, 5.01168], [-2.16347, 1.29105, 2.38706], [-2.73287, 1.82226, 1.09347], [-2.66915, 0.73026, 0.09909], [-3.64970, 0.67867, -0.86077], [-4.27494, 1.75731, -1.31940], [-3.68551, 3.09552, -1.37855], [-5.65967, 1.70212, -1.80546], [-3.99670, -0.53676, -1.32527], [-4.27804, -1.64109, -0.41200], [-4.44792, -0.74472, -2.69955], [3.00112, 1.54269, -0.95499], [4.36266, 1.37739, -1.47302], [2.60370, 2.93926, -0.77162], [3.77117, -0.96005, -2.94571], [2.62933, 0.37653, -3.23864], [2.08757, -1.29885, -3.36356], [1.63325, -2.59806, -1.45517], [1.72097, -1.86656, 0.17826], [3.19613, -2.37042, -0.66218], [2.21531, 2.06349, 1.40643], [2.05920, 0.49844, 2.17892], [-0.10237, 2.59675, 1.64552], [0.46312, 2.04383, 3.22579], [-1.40040, -1.02862, 3.23740], [-0.91898, 0.32821, 4.22576], [0.54451, -1.42485, 4.59571], [1.37844, -0.04677, 3.96704], [0.71104, -3.98556, 1.81809], [1.74973, -5.40548, 2.05085], [1.87840, -4.46181, 0.56547], [4.73017, -3.25539, 2.56571], [4.27991, -4.34075, 1.24511], [4.17880, -4.90572, 2.91241], [3.51084, -0.19898, 3.54101], [4.66353, -0.93642, 4.64062], [3.11100, -0.37992, 5.26837], [2.95870, -4.14294, 4.81343], [3.30983, -2.92723, 6.03969], [4.58396, -3.43470, 4.92486], [-2.10716, 2.07025, 3.15115], [-2.80797, 0.49758, 2.76377], [-2.14857, 2.67927, 0.74953], [-3.75413, 2.17173, 1.25372], [-2.62645, 3.06504, -1.16421], [-4.18588, 3.76262, -0.67567], [-3.83280, 3.48390, -2.38671], [-6.15584, 0.80934, -1.43738], [-5.70671, 1.73610, -2.89347], [-6.17998, 2.57282, -1.40934], [-3.84619, -1.43928, 0.56205], [-3.87305, -2.56735, -0.81590], [-5.35838, -1.76131, -0.30216], [-4.10725, 0.07213, -3.33100], [-5.53150, -0.84177, -2.77705], [-4.00060, -1.67258, -3.05890], [4.68723, 0.34808, -1.36236], [5.01974, 2.01326, -0.88040], [4.43664, 1.68109, -2.51712], [1.55901, 3.01309, -0.49107], [2.74834, 3.46159, -1.71850], [3.23200, 3.41921, -0.01954], [-0.59806, 4.57162, -0.94746], [-0.32337, 4.47389, -2.28018], [-0.11242, 5.62331, -3.03422], [0.17076, 5.53590, -4.38288], [0.24910, 4.29373, -5.01065], [0.03981, 3.15415, -4.27138], [-0.24641, 3.21138, -2.89383], [-0.43911, 1.95238, -2.17628], [-0.60611, 1.97032, -0.87714], [-0.44353, 0.81913, -2.85296], [-0.64753, -0.20811, -1.98459], [-0.85789, -1.40359, -2.42925], [-1.13921, -2.37403, -1.40612], [-1.42644, -3.70686, -1.67365], [-1.74622, -4.55476, -0.63108], [-1.77057, -4.05296, 0.66688], [-1.45452, -2.73210, 0.88294], [-1.14115, -1.88802, -0.12389], [-0.63022, 5.50721, -0.70915], [-0.17344, 6.59296, -2.55267], [0.33148, 6.44226, -4.95137], [0.46648, 4.22836, -6.06698], [0.08783, 2.18319, -4.74373], [-0.85075, -1.62082, -3.48998], [-1.40069, -4.05748, -2.69682], [-1.97921, -5.59385, -0.82344], [-2.01472, -4.68435, 1.50960], [-1.40568, -2.32444, 1.87834]], "forces_ev_per_angstrom": [[0.32, 0.38, 0.17], [0.04, 0.01, 0.02], [0.10, -0.01, 0.01], [-0.02, -0.03, 0.00], [0.07, -0.02, 0.04], [-0.35, -0.15, -0.20], [0.06, -0.02, 0.04], [0.01, -0.03, 0.03], [0.06, 0.02, -0.08], [-0.03, -0.04, 0.03], [-0.01, 0.04, -0.02], [0.00, 0.10, 0.04], [0.06, -0.01, -0.06], [-0.04, -0.04, 0.05], [-0.04, 0.00, 0.00], [0.00, 0.00, -0.03], [-0.02, -0.05, 0.01], [0.01, 0.02, -0.02], [0.01, 0.01, 0.02], [0.04, 0.03, 0.00], [-0.01, 0.02, -0.06], [-0.27, 0.16, -0.15], [0.25, 0.02, 0.21], [-0.06, 0.04, -0.04], [-0.03, -0.02, -0.02], [-0.01, 0.04, 0.05], [-0.04, -0.09, -0.06], [0.03, 0.02, -0.03], [0.02, -0.03, 0.01], [-0.12, -0.06, -0.03], [0.02, 0.02, 0.01], [0.01, -0.01, 0.01], [0.00, -0.01, -0.01], [-0.01, -0.01, 0.00], [0.00, -0.01, 0.00], [-0.02, -0.01, 0.02], [0.03, -0.01, 0.04], [0.00, -0.01, -0.04], [0.01, 0.04, -0.03], [-0.01, -0.02, -0.03], [-0.01, -0.01, -0.02], [-0.01, 0.01, -0.01], [0.02, -0.02, -0.02], [-0.04, -0.03, 0.01], [0.02, 0.01, 0.02], [-0.01, 0.01, -0.02], [-0.05, 0.00, 0.00], [0.02, 0.00, -0.01], [-0.01, 0.03, -0.02], [0.00, -0.01, 0.00], [0.01, 0.01, -0.01], [0.00, 0.00, -0.01], [-0.01, -0.02, 0.01], [0.00, 0.00, 0.00], [0.00, -0.01, 0.00], [0.01, 0.01, 0.00], [-0.01, 0.00, 0.00], [0.00, 0.01, 0.00], [0.03, 0.00, 0.00], [-0.01, 0.01, 0.00], [-0.04, 0.04, 0.05], [-0.03, -0.10, 0.02], [0.04, 0.00, -0.03], [-0.01, 0.00, -0.01], [0.02, 0.01, 0.00], [0.00, 0.03, 0.00], [0.00, 0.01, 0.01], [0.00, 0.00, 0.00], [-0.01, 0.01, 0.02], [0.02, -0.03, 0.02], [0.00, -0.02, -0.02], [0.00, -0.01, 0.00], [0.01, -0.01, -0.01], [-0.01, 0.00, -0.01], [0.01, 0.00, 0.01], [0.00, 0.01, -0.01], [0.00, -0.01, 0.00], [-0.08, 0.00, 0.02], [-0.02, 0.00, -0.01], [0.00, -0.02, 0.00], [-0.01, -0.03, -0.02], [0.05, 0.01, 0.05], [-0.01, -0.01, 0.00], [0.01, -0.01, -0.02], [0.00, 0.01, 0.01], [-0.02, -0.02, -0.01], [0.00, -0.01, 0.02], [0.07, 0.11, -0.06], [-0.10, -0.07, 0.02], [-0.01, -0.06, 0.15], [0.00, -0.03, 0.06], [0.04, 0.00, -0.07], [0.00, 0.01, 0.02], [0.02, 0.00, -0.01], [-0.01, -0.02, -0.02], [0.04, 0.01, 0.03], [0.10, -0.02, -0.03], [-0.02, -0.08, -0.05], [0.00, 0.01, 0.01], [0.00, 0.00, 0.00], [0.00, 0.00, 0.00], [0.00, 0.00, 0.00], [0.00, 0.01, 0.00], [-0.02, -0.01, 0.01], [-0.01, 0.00, 0.00], [0.00, 0.00, 0.00], [0.00, 0.00, 0.00], [-0.02, 0.00, 0.01]], "homo_energy_ev": [-15.1, -15.1], "gap_ev": [5.577, 5.983], "s_squared": 0.779, "total_charge": 3, "lumo_ev": [-9.501, -9.095], "energy_ha": -2270.1097, "spin_multiplicity": 2, "de_lowest_kcal_mol": 0.00}